Molecular formula: C9H13N3
Method: DFT, wB97M-V/def2-TZVPD

Last column: Mulliken charge in e.
Geometry (Å):
1 H -1.39705 -0.46028 2.61818  0.22
2 C -0.91302 -0.09313 -1.61853  0.64
3 N 1.04354 1.32461 1.35784  -0.11
4 H 0.52236 -0.94257 -3.04160  0.24
5 H 2.34699 -1.07801 2.43974  0.31
6 C -2.20685 -0.53164 -1.56558  -0.92
7 C 2.19228 -0.50024 0.32453  -0.43
8 C -2.64736 -0.34632 -0.21910  -0.56
9 C 1.20678 0.68018 0.10221  -0.06
10 H -3.48635 -0.67013 0.35882  0.40
11 C -1.78388 0.34139 1.96852  -1.32
12 H -1.15834 1.23270 2.19232  0.38
13 C 2.52765 -0.28332 1.78270  -0.43
14 H 1.34166 1.31045 -0.72290  0.49
15 H -2.75333 -0.59092 -2.48869  0.31
16 H 0.73826 0.74619 -2.95691  0.25
17 N 1.72021 0.83264 2.25490  -0.43
18 C -1.54944 0.06097 0.49795  0.57
19 C -0.08116 -0.05712 -2.88844  -1.05
20 H 1.71825 -1.57171 0.02008  0.27
21 N -0.49438 0.23426 -0.35971  -0.08
22 H 3.20287 -0.32628 -0.28469  0.27
23 H -0.92283 -0.09028 -3.66669  0.28
24 H -2.74842 0.70157 2.11019  0.45
25 H 3.58156 0.07698 1.78486  0.30

Atoms 1-2, force components in eV/Å:
-0.68 0.23 -0.03
1.32 -0.36 -0.79

Output
- Structure (SMILES): Cc1ccc(C)n1[C@@H]1CCN=N1
- E_tot: -514.86424 a.u.
- Orbital gap: 7.61 eV
- Energy relative to the best compared isomer or geometry (same formula, charge and spin): 3.042 eV